Density functional theory data (wB97M-V/def2-TZVPD) for a structure of composition C60H168CuF12N10O32S4 in a non-equilibrium geometry.

Computed properties:
- Molar mass: 1961.832 g/mol
- Calculated total energy: -265943.7759 eV
- HOMO energy (alpha / beta): -0.337 / -0.337 hartree
- ⟨S²⟩: 0.7517
- 2S+1: 2

Last column: Löwdin charge in e.
CARTESIAN COORDINATES (ANGSTROEM)
Cu (4.092026, 1.417803, -1.092568)  0.655
C (3.230285, 5.477896, -0.581039)  -0.674
F (2.480398, 4.622796, 0.173965)  0.105
F (2.412775, 6.417061, -0.998368)  0.157
F (4.189025, 6.029444, 0.120496)  0.168
S (3.925988, 4.570095, -2.046084)  0.634
O (2.783039, 3.805207, -2.547452)  -0.312
O (4.490217, 5.594561, -2.892735)  -0.249
N (4.867015, 3.417085, -1.488329)  -0.325
S (6.517384, 3.556179, -1.396942)  0.639
O (6.873134, 4.919093, -1.130039)  -0.266
O (7.070370, 2.508166, -0.604765)  -0.266
C (7.143456, 3.114888, -3.154686)  -0.603
F (6.641378, 4.007864, -4.008978)  0.145
F (8.493748, 3.152017, -3.243832)  0.139
F (6.719163, 1.848752, -3.317031)  0.109
C (-0.200653, 0.413687, -1.578213)  -0.577
F (-0.902725, -0.677178, -1.611013)  0.177
F (0.478795, 0.613987, -2.736001)  0.114
F (-1.138326, 1.464498, -1.524968)  0.073
S (1.069493, 0.435457, -0.223358)  0.582
O (1.914567, 1.505432, -0.668550)  -0.300
O (0.315450, 0.463192, 0.993550)  -0.249
N (1.969714, -0.786753, -0.352971)  -0.253
S (1.723714, -2.300030, 0.075719)  0.600
O (0.505548, -2.907743, -0.364223)  -0.256
O (2.977918, -2.927987, -0.059246)  -0.258
C (1.633934, -2.132466, 1.915840)  -0.662
F (0.403887, -2.014357, 2.424955)  0.128
F (2.234394, -3.203307, 2.451417)  0.122
F (2.288967, -1.081413, 2.344284)  0.126
C (-6.231183, -1.082318, 3.986607)  -0.166
O (-5.558245, -1.511126, 2.827922)  -0.185
H (-6.027145, 0.001185, 4.165584)  0.082
H (-7.265978, -1.186558, 4.021694)  0.045
H (-5.722280, -1.621532, 4.838889)  0.089
H (-5.930449, -1.041199, 2.016381)  0.055
C (5.681220, -1.357638, 3.034193)  -0.109
O (5.057933, -1.279032, 1.774533)  -0.155
H (4.918298, -1.088643, 3.828291)  0.104
H (5.978616, -2.379214, 3.248841)  0.062
H (6.496845, -0.671420, 3.157965)  0.074
H (5.122357, -2.110065, 1.292088)  0.047
C (-2.465623, -2.799561, 0.675109)  -0.172
O (-3.879022, -2.782564, 0.553200)  -0.161
H (-2.024759, -3.364777, -0.159517)  0.040
H (-2.009117, -1.770099, 0.723429)  0.082
H (-2.089373, -3.311690, 1.603966)  0.069
H (-4.321132, -2.440272, 1.424715)  0.092
C (-3.264940, 1.862096, 7.797974)  -0.153
O (-2.097549, 1.234184, 7.230000)  -0.154
H (-2.752302, 2.442943, 8.624266)  0.090
H (-3.709201, 2.710572, 7.254938)  0.067
H (-3.951375, 1.120261, 8.147161)  0.065
H (-2.454206, 0.611894, 6.585463)  0.001
C (2.181830, -3.866976, -3.189656)  -0.140
O (1.687259, -2.531158, -3.109608)  -0.163
H (1.749187, -4.545393, -2.416129)  0.077
H (2.084080, -4.269928, -4.208760)  0.088
H (3.209990, -3.907390, -2.875780)  0.056
H (0.711364, -2.639656, -2.988224)  0.058
C (-1.442892, -0.793999, 4.597795)  -0.099
O (-2.669643, -0.560302, 5.355444)  -0.129
H (-0.899508, -1.741758, 4.870583)  0.097
H (-1.591939, -0.834939, 3.537351)  0.053
H (-0.720737, 0.061189, 4.825105)  0.082
H (-3.107139, -1.394226, 5.449371)  0.060
C (2.148970, 0.193298, 5.523162)  -0.174
O (2.338383, 1.533219, 5.824202)  -0.117
H (1.177124, -0.179708, 5.887395)  0.082
H (2.198640, -0.009420, 4.527039)  0.015
H (2.897561, -0.460634, 5.961458)  0.073
H (1.510096, 2.002189, 5.837211)  0.002
C (0.474473, 3.385838, -4.981519)  -0.168
O (0.077207, 4.459215, -5.796425)  -0.108
H (-0.101831, 2.482260, -5.239743)  0.048
H (1.545844, 3.127512, -5.158951)  0.091
H (0.324225, 3.586244, -3.907878)  0.064
H (-0.520273, 5.007085, -5.294196)  0.036
C (-3.424086, -4.702153, 3.574569)  -0.084
C (-4.617738, -4.690899, 4.540476)  -0.336
O (-4.390555, -3.982157, 5.735141)  -0.085
H (-3.172620, -3.637947, 3.390279)  0.057
H (-3.683044, -5.160241, 2.580416)  0.084
H (-2.542772, -5.244345, 3.979903)  0.068
H (-4.855250, -5.723599, 4.816869)  0.104
H (-5.514136, -4.228825, 3.946962)  0.138
H (-3.920151, -4.621817, 6.287638)  0.090
C (-3.741150, 3.137476, 2.229935)  -0.075
C (-3.536028, 1.646578, 2.368765)  -0.291
O (-2.931624, 1.040209, 1.207708)  -0.113
H (-2.957752, 3.720014, 1.703617)  0.079
H (-3.909125, 3.517538, 3.274859)  0.083
H (-4.761320, 3.290748, 1.754329)  0.071
H (-4.467413, 1.159664, 2.480907)  0.081
H (-2.917310, 1.333400, 3.192248)  0.078
H (-2.071802, 1.410834, 0.925934)  0.066
C (-0.785235, -0.948006, -8.373045)  -0.100
C (0.226676, -0.913524, -7.258685)  -0.336
O (0.406062, 0.411984, -6.777953)  -0.118
H (-0.463250, -0.224578, -9.156686)  0.092
H (-1.804685, -0.567571, -8.035995)  0.072
H (-0.951873, -1.960564, -8.752431)  0.074
H (1.231495, -1.236301, -7.622912)  0.120
H (-0.014551, -1.562089, -6.409472)  0.081
H (-0.434001, 0.846643, -6.978127)  0.010
C (-2.573476, -2.334184, -5.751001)  -0.088
C (-2.049565, -1.867513, -4.470026)  -0.307
O (-1.023682, -2.789638, -3.974285)  -0.144
H (-1.739414, -2.594950, -6.424011)  0.069
H (-3.123718, -1.504852, -6.175079)  0.068
H (-3.196364, -3.231666, -5.648407)  0.086
H (-2.793590, -1.704017, -3.720973)  0.097
H (-1.447229, -0.936682, -4.558336)  0.110
H (-1.468941, -3.617066, -3.638576)  0.046
C (2.893243, 10.253000, -0.040020)  -0.081
C (2.814192, 9.439249, 1.212746)  -0.376
O (1.666204, 9.690685, 1.931835)  -0.073
H (2.107340, 9.988808, -0.687212)  0.058
H (3.882039, 10.066998, -0.503831)  0.095
H (2.696758, 11.258645, 0.286519)  0.068
H (3.661104, 9.611640, 1.855113)  0.107
H (2.809253, 8.363457, 0.899151)  0.110
H (1.867200, 10.508060, 2.427101)  0.100
C (4.678754, 2.058928, 3.158010)  -0.019
C (3.728165, 1.752850, 1.939930)  -0.235
O (4.402975, 1.102855, 0.866804)  -0.156
H (4.083325, 2.043591, 4.083088)  0.067
H (5.026579, 3.072418, 2.946566)  0.073
H (5.497542, 1.342553, 3.137442)  0.055
H (3.272167, 2.716202, 1.572258)  0.123
H (2.979216, 0.991328, 2.250473)  0.098
H (4.481434, 0.146379, 1.159027)  0.072
C (-0.848210, 5.053802, -1.385640)  -0.059
C (-0.840463, 5.874712, -2.673257)  -0.321
O (-1.700518, 5.416798, -3.663709)  -0.091
H (-0.013060, 5.333645, -0.734459)  0.064
H (-0.630948, 4.034421, -1.738580)  0.063
H (-1.782832, 4.987472, -0.834841)  0.063
H (0.161165, 5.727100, -3.067033)  0.100
H (-0.978957, 6.955523, -2.473781)  0.121
H (-2.579254, 5.343535, -3.252220)  0.052
C (7.670417, -4.037656, 1.141785)  -0.049
C (6.363701, -4.717887, 0.789336)  -0.318
O (5.155573, -4.201103, 1.282646)  -0.149
H (8.397903, -4.198226, 0.379263)  0.068
H (8.188982, -4.431741, 2.007776)  0.059
H (7.524543, -2.984409, 1.236703)  0.059
H (6.213639, -5.790490, 0.961168)  0.112
H (6.232286, -4.680676, -0.294480)  0.098
H (4.346795, -4.817310, 1.321039)  0.078
C (-6.037106, 5.985204, -4.564829)  -0.036
C (-6.300902, 5.113547, -3.300520)  -0.397
C (-5.369967, 5.420899, -2.160265)  -0.132
O (-4.064671, 4.774105, -2.445776)  -0.224
C (-4.066662, 3.451102, -2.007439)  -0.116
N (-7.667538, 5.289830, -2.761557)  0.059
H (-4.971453, 6.336276, -4.795378)  0.108
H (-6.592616, 6.864593, -4.558931)  0.041
H (-6.283221, 5.472046, -5.499327)  0.063
H (-6.113476, 4.115026, -3.572339)  0.106
H (-5.780708, 5.048064, -1.230012)  0.110
H (-5.164119, 6.465811, -1.952296)  0.131
H (-4.737180, 2.835635, -2.537201)  0.063
H (-4.191832, 3.410612, -0.915369)  0.093
H (-3.066901, 3.102056, -2.139220)  0.069
H (-8.226445, 5.703866, -3.480252)  0.058
H (-8.093531, 4.470543, -2.415936)  0.047
C (-3.360340, 1.743767, -5.151217)  -0.042
C (-3.307894, 1.877993, -6.633940)  -0.432
C (-4.347321, 2.868257, -7.179192)  -0.210
O (-4.386556, 3.022704, -8.587099)  -0.200
C (-5.608229, 3.566485, -9.000439)  -0.125
N (-1.954846, 2.114270, -7.132841)  0.063
H (-2.819049, 0.916919, -4.810518)  0.034
H (-4.444496, 1.524920, -4.853318)  0.111
H (-2.996700, 2.675312, -4.615347)  0.104
H (-3.592029, 0.944454, -7.108889)  0.121
H (-4.200258, 3.869409, -6.719806)  0.136
H (-5.332956, 2.459205, -6.866972)  0.121
H (-5.675717, 3.524557, -10.120872)  0.100
H (-5.725176, 4.578551, -8.594206)  0.088
H (-6.378030, 2.806273, -8.693555)  0.096
H (-1.464797, 2.838908, -6.623062)  0.050
H (-1.958290, 2.537575, -8.080152)  0.112
C (-0.049435, 2.691553, 3.441694)  -0.018
C (0.226878, 3.862008, 4.424517)  -0.402
C (-0.657965, 5.098634, 4.187963)  -0.252
O (-0.514794, 5.605734, 2.919243)  -0.191
C (-0.901349, 6.949224, 2.834268)  -0.112
N (0.172095, 3.387171, 5.800510)  0.036
H (-0.941174, 2.126033, 3.625019)  0.050
H (0.787545, 1.996740, 3.725903)  0.082
H (-0.052243, 3.000630, 2.461626)  0.045
H (1.267679, 4.163078, 4.231935)  0.145
H (-0.474574, 5.885701, 5.003569)  0.140
H (-1.719383, 4.779057, 4.352391)  0.126
H (-0.131807, 7.500896, 3.382114)  0.081
H (-1.850503, 7.190288, 3.309768)  0.081
H (-0.900239, 7.276772, 1.731934)  0.117
H (-0.812187, 3.305002, 6.125632)  0.091
H (0.619837, 4.121356, 6.385354)  0.107
C (-2.688331, -6.526285, -0.615953)  -0.033
C (-1.803734, -5.666235, -1.511523)  -0.399
C (-1.043761, -6.601495, -2.421474)  -0.220
O (0.106941, -6.976443, -1.672147)  -0.211
C (0.923676, -7.855868, -2.402004)  -0.119
N (-2.468950, -4.657569, -2.387466)  0.046
H (-2.142937, -7.244511, -0.050855)  0.075
H (-3.405111, -6.996394, -1.280670)  0.082
H (-3.275266, -6.099036, 0.163608)  0.052
H (-0.978939, -5.175031, -0.995747)  0.122
H (-0.733457, -6.112771, -3.426499)  0.150
H (-1.631041, -7.485587, -2.676637)  0.122
H (1.877380, -8.008871, -1.888310)  0.077
H (1.069099, -7.563637, -3.453151)  0.092
H (0.453580, -8.858033, -2.345574)  0.095
H (-3.012755, -4.021828, -1.786469)  0.078
H (-3.210267, -5.105162, -2.957642)  0.105
C (5.928941, -4.785361, 7.788693)  -0.061
C (5.620213, -4.052358, 6.449661)  -0.420
C (5.996056, -4.989802, 5.285135)  -0.181
O (7.207290, -5.781693, 5.439324)  -0.186
C (8.380775, -5.009572, 5.172329)  -0.107
N (4.229515, -3.557526, 6.326408)  0.041
H (5.775079, -4.256248, 8.736325)  0.074
H (6.887763, -5.278494, 7.935815)  0.068
H (5.253678, -5.640965, 7.803897)  0.074
H (6.271972, -3.142386, 6.383824)  0.139
H (6.083514, -4.443979, 4.322742)  0.106
H (5.187474, -5.644595, 5.159766)  0.099
H (8.844673, -4.502712, 6.012162)  0.081
H (8.191430, -4.264553, 4.430147)  0.054
H (9.120315, -5.732496, 4.769226)  0.098
H (3.683393, -4.315433, 6.686795)  0.048
H (4.046236, -2.886408, 7.090138)  0.081
C (3.195588, -0.358258, -4.919732)  -0.014
C (3.452216, -0.162291, -3.454749)  -0.361
C (4.726374, -0.804802, -2.977881)  -0.123
O (5.020925, -0.322812, -1.610545)  -0.243
C (6.083955, -1.104376, -1.067978)  -0.066
N (3.576239, 1.274814, -2.977829)  0.040
H (3.839638, 0.340112, -5.465027)  0.101
H (2.136189, -0.225009, -5.159555)  0.077
H (3.392935, -1.351165, -5.151650)  0.064
H (2.638924, -0.672362, -2.873633)  0.112
H (5.699464, -0.705566, -3.547363)  0.149
H (4.527602, -1.910060, -2.960386)  0.136
H (6.321288, -0.781945, -0.092667)  0.065
H (7.035608, -1.028542, -1.665538)  0.123
H (5.847461, -2.177134, -0.918983)  0.100
H (4.237049, 1.886434, -3.522724)  0.123
H (2.678071, 1.735561, -3.129087)  0.077
C (3.121701, -8.091574, 1.785041)  -0.053
C (2.099992, -6.958733, 1.536758)  -0.403
C (1.563239, -6.328060, 2.832150)  -0.185
O (0.539447, -7.097708, 3.443239)  -0.180
C (0.272237, -6.665843, 4.716513)  -0.150
N (2.796016, -5.956843, 0.730826)  0.048
H (2.906099, -8.700724, 2.671519)  0.079
H (4.154126, -7.649232, 1.870011)  0.082
H (3.248745, -8.759831, 0.926125)  0.067
H (1.277467, -7.398970, 0.975518)  0.126
H (1.099836, -5.300019, 2.563431)  0.141
H (2.395386, -6.183178, 3.531430)  0.126
H (-0.689249, -7.094817, 4.913936)  0.080
H (0.141191, -5.563709, 4.712502)  0.090
H (1.037247, -6.896264, 5.461557)  0.091
H (2.071518, -5.401774, 0.337187)  0.047
H (3.272082, -6.328124, -0.115919)  0.111
C (-8.393278, 1.681513, 1.432368)  -0.070
C (-7.887174, 0.825585, 0.356157)  -0.445
C (-6.747192, 1.507246, -0.459456)  -0.195
O (-6.240840, 0.664910, -1.462990)  -0.185
C (-4.940779, 0.109393, -1.329072)  -0.093
N (-7.390386, -0.422339, 0.915411)  0.057
H (-8.741346, 2.640854, 1.065933)  0.084
H (-7.705863, 1.857444, 2.233201)  0.074
H (-9.286757, 1.171961, 1.874489)  0.100
H (-8.658171, 0.656254, -0.397792)  0.141
H (-5.917721, 1.846872, 0.213274)  0.121
H (-7.180032, 2.383044, -0.908968)  0.102
H (-4.236035, 0.620603, -0.606214)  0.086
H (-4.453219, 0.165364, -2.309463)  0.071
H (-4.982083, -0.944905, -1.010270)  0.072
H (-7.308475, -1.167583, 0.228920)  0.101
H (-8.155770, -0.699653, 1.525677)  0.085

Atomic forces in eV per Å
-0.469 0.067 0.359
-0.636 -1.152 0.109
0.984 0.500 -0.271
-0.311 0.507 -0.463
0.376 -0.032 0.621
-2.161 -0.009 -2.039
0.734 1.350 0.518
-0.007 -0.994 1.096
2.133 -0.898 0.610
0.172 1.545 -0.221
0.024 -0.456 -0.314
-0.506 -0.533 0.110
0.249 1.016 1.611
0.095 -1.224 -0.100
-1.380 -0.207 0.172
0.103 0.482 -1.035
-0.614 2.196 -0.951
-0.033 -0.772 -0.118
-0.602 -0.529 0.420
1.592 -1.240 0.472
-0.953 -0.330 0.251
0.167 1.703 0.245
-0.282 0.751 -0.039
0.271 -1.644 -0.863
-0.618 1.647 0.721
0.037 -0.100 0.031
1.165 -1.166 -0.766
-0.356 -0.431 0.800
-0.264 -0.596 -0.360
-0.341 -0.173 0.019
0.761 0.798 0.020
3.310 1.009 1.318
-0.446 0.129 -1.630
-0.098 -0.495 -0.053
-1.929 -0.709 -0.243
-0.882 0.437 -0.752
0.147 -0.366 1.302
-1.704 -0.324 1.589
0.068 0.556 -0.371
0.736 -0.269 -0.779
0.215 -0.083 -0.050
0.612 0.302 -0.302
-0.267 -0.654 0.181
1.060 0.443 1.005
-1.048 0.606 2.063
-0.298 0.466 0.186
-0.537 -0.807 -0.307
-0.527 0.272 -0.704
1.394 -0.840 -2.125
2.956 1.732 1.321
-1.165 0.714 -0.212
-1.184 -0.846 -0.095
-0.173 -0.753 -0.707
-0.675 -0.141 0.296
0.359 -0.405 -0.390
-0.324 -0.343 0.579
-0.708 -0.998 0.390
-0.437 0.377 -0.710
-0.088 -0.052 0.322
0.782 0.444 -0.251
0.651 0.490 -0.481
1.304 0.515 1.369
1.355 0.134 -1.022
-0.753 0.792 0.115
-0.486 0.157 -0.635
-1.169 -1.083 -0.258
-0.558 -0.830 0.083
-0.976 -0.606 2.531
1.584 0.105 0.215
0.207 0.095 -0.004
0.028 -0.365 -3.187
0.363 0.228 0.461
-1.092 0.558 0.116
0.365 -0.967 0.343
0.379 -0.007 -0.562
0.204 0.092 0.237
-0.680 0.395 0.094
0.166 0.001 -0.340
-0.518 0.293 0.396
0.027 0.329 -0.299
-1.238 -0.268 -2.076
0.386 0.096 0.254
0.148 -0.612 0.025
0.092 0.397 0.978
-0.461 0.398 -0.151
-0.364 0.013 -0.272
1.473 -0.711 1.413
-0.064 0.526 0.175
-1.755 0.581 0.808
2.110 0.006 -1.331
-0.199 -0.077 -0.649
-0.360 -0.499 0.423
0.442 0.060 -0.881
1.329 0.107 0.082
-1.057 -0.600 0.085
0.157 0.332 0.751
-0.581 0.044 0.781
-1.265 0.833 -0.126
1.267 -0.020 0.210
0.004 -0.318 -0.080
-0.167 -0.784 0.243
1.228 -0.465 -0.183
0.211 0.195 -0.207
-0.669 0.014 0.075
-0.126 -0.111 -0.175
-0.316 0.699 0.208
-0.104 -0.565 -1.222
3.126 -0.096 1.228
-0.905 -0.471 0.117
-0.460 0.162 0.255
-0.485 -0.032 -0.486
-0.085 0.283 -0.004
-0.697 0.062 0.610
-0.636 -0.276 -0.211
0.234 0.921 0.032
1.221 -0.022 0.700
0.746 -2.034 -1.146
-1.140 0.995 1.321
-0.905 -0.455 -1.019
-0.569 0.574 0.020
0.469 0.889 -0.370
0.735 -0.076 0.118
0.022 0.675 0.616
-0.604 -0.573 -0.223
-1.161 0.343 -1.618
-0.722 0.194 1.365
0.570 -0.183 -0.699
0.382 -0.077 -0.206
0.482 -0.143 0.496
0.003 0.143 0.322
0.251 -1.282 0.290
-0.050 1.143 -0.048
0.398 0.372 -0.484
0.393 -0.877 -0.640
0.984 0.676 1.065
-0.800 -0.237 -0.313
-0.329 0.118 -0.010
-0.001 0.003 0.364
-0.156 0.418 0.032
0.286 0.367 -0.158
-0.017 -0.314 -0.091
-0.161 -0.152 -0.299
-0.429 -0.851 0.744
-1.669 -1.915 -1.611
-1.089 1.458 1.589
0.283 -0.079 -0.999
-0.379 0.069 0.626
-0.088 0.837 0.188
1.418 -0.210 0.363
0.498 0.221 -0.470
1.495 0.657 -0.499
1.904 -1.115 -0.579
-0.198 1.723 0.098
1.873 -0.556 -0.242
-1.605 1.508 0.412
1.257 0.487 1.425
0.993 1.456 -0.952
-1.118 -0.781 1.060
-1.188 1.662 0.274
-0.330 -0.249 0.238
0.157 -1.497 -0.380
0.004 -0.497 0.235
-0.038 0.302 -0.502
-1.048 -0.870 -0.504
-0.500 -0.130 -0.128
0.773 -0.524 -0.425
-0.645 0.032 -0.153
-0.351 -1.063 0.209
-2.151 1.769 0.935
0.149 0.330 -2.165
-0.680 0.444 0.820
1.240 -0.523 0.150
-0.625 -1.462 -0.866
0.631 0.824 -0.844
1.135 -1.211 0.470
1.334 0.517 -0.204
-0.459 -0.974 -0.610
-0.215 -0.565 0.115
-0.124 -0.315 0.004
0.264 0.352 0.098
0.450 0.486 0.995
-0.451 -0.186 -0.147
-0.019 1.197 0.129
-0.069 0.217 0.531
-0.378 -0.732 0.555
1.559 -0.546 3.390
-0.248 0.193 -1.044
-0.775 -0.367 2.024
-0.078 -0.272 -0.975
0.885 1.014 -1.313
-0.350 0.917 0.825
-0.814 0.019 0.384
-0.646 0.321 -1.032
0.384 0.613 -2.344
-0.183 0.012 0.046
0.130 -0.807 -0.990
0.345 0.151 -0.022
-0.069 0.536 -0.219
-0.396 -0.317 -0.114
-0.031 -0.562 1.724
0.893 -0.197 -0.245
-0.526 -0.806 -0.291
-0.460 0.409 -0.556
0.125 0.300 -0.801
1.041 0.340 -1.095
0.270 0.289 -0.605
-0.275 -1.348 0.439
-1.267 -0.364 0.656
0.859 -0.936 -0.108
-0.147 -0.515 -0.024
-0.437 1.358 0.354
-0.388 0.395 0.349
-0.370 -0.475 1.559
-0.092 -0.233 -0.058
0.000 0.521 -0.084
0.012 0.075 0.301
0.110 0.198 -0.529
0.352 -0.132 -0.271
0.615 0.033 0.422
-0.657 -0.568 0.152
2.056 1.127 0.857
1.236 0.852 -0.406
-0.716 1.381 0.207
0.373 -1.550 -0.233
0.586 -0.058 0.817
-0.305 0.487 -0.488
0.406 0.370 -0.723
-0.345 -0.165 0.181
-0.401 -0.624 0.047
-0.146 0.015 0.506
-1.049 -1.426 -0.143
-0.269 -0.052 0.599
-0.221 0.550 -0.709
-0.306 0.482 0.221
-0.812 -0.851 -0.263
0.531 0.054 -0.684
-0.515 1.985 0.419
0.357 0.575 1.573
1.040 -1.440 0.470
0.337 -1.578 -1.077
1.106 -0.680 -0.573
-0.449 0.280 -1.459
-0.218 -0.282 -0.364
0.228 0.439 -0.049
0.660 -1.862 -0.633
0.733 0.890 -0.366
-1.209 0.462 0.140
0.247 0.806 0.366
0.097 0.930 0.971
-1.038 0.056 0.180
-0.420 0.433 -0.619
-0.663 -1.205 0.374
0.063 0.087 0.324
0.985 0.343 0.155
0.861 -1.568 0.098
-0.630 1.442 -0.910
1.321 -0.691 -1.710
-0.599 1.405 0.303
0.503 0.074 -0.339
-0.005 0.186 -0.220
-0.936 -0.197 0.414
-0.488 0.018 0.019
-0.427 0.073 0.072
0.852 -1.368 0.493
0.006 0.181 -0.009
-0.426 -0.332 0.868
0.032 -0.218 0.177
0.037 -0.310 0.009
-0.498 1.150 -0.419
-0.458 -0.214 1.026
-1.999 0.157 0.871
2.065 -0.004 -2.180
0.559 -0.484 1.389
-0.168 0.121 -0.208
1.068 -0.005 0.621
-0.537 -0.402 0.505
-0.041 0.202 -0.124
0.694 0.010 0.409
0.532 0.501 -0.117
-0.342 -0.147 0.048
-0.575 -0.301 -0.275
-0.142 0.584 -0.464
-1.102 -0.192 -0.532
-0.161 -0.102 0.032
-0.066 0.263 -0.119
0.022 0.276 -0.210
0.289 -0.542 0.207